## a
C4H10O | the ωB97M-V functional and the def2-TZVPD basis

Output
highest occupied orbital energy: -9.753 eV
total charge: 0
multiplicity: 1
frontier orbital gap: 10.7 eV
SMILES: C=C.CCO

Cartesian coordinates (Å):
C (-0.452, -2.460, 0.104)
C (0.082, -3.300, -0.894)
H (-0.174, -1.401, 0.315)
H (-1.288, -3.013, 0.664)
H (0.661, -2.820, -1.718)
H (-0.085, -4.407, -0.725)
C (-0.407, 1.340, -0.071)
C (0.602, 2.039, 0.798)
O (1.091, 3.311, 0.207)
H (-0.120, 0.961, -1.035)
H (-0.783, 0.373, 0.422)
H (-1.257, 2.051, -0.312)
H (1.540, 1.411, 0.817)
H (0.219, 2.207, 1.817)
H (0.370, 3.710, -0.389)

These are the Mulliken partial charges, in e, on atoms 1 to 4:
1 C -0.243
2 C -0.487
3 H 0.060
4 H 0.183



## b
C4H10O | the ωB97M-V functional and the def2-TZVPD basis

Output
highest occupied orbital energy: -8.509 eV
total charge: 0
multiplicity: 1
frontier orbital gap: 9.6 eV
SMILES: C=COCC.[H][H]

Cartesian coordinates (Å):
C (-0.254, 1.480, -1.434)
C (0.009, 0.890, -0.248)
O (0.922, -0.091, -0.223)
C (0.852, -1.031, 0.829)
C (-0.071, -2.148, 0.400)
H (-0.126, 0.879, -2.319)
H (-0.309, 2.538, -1.617)
H (-0.481, 1.055, 0.715)
H (0.517, -0.545, 1.758)
H (1.881, -1.372, 0.979)
H (-0.101, -2.953, 1.137)
H (0.280, -2.542, -0.558)
H (-1.084, -1.755, 0.253)
H (-1.235, 2.732, -0.135)
H (-0.799, 2.863, 0.462)

These are the Mulliken partial charges, in e, on atoms 1 to 4:
1 C -0.764
2 C 0.053
3 O -0.364
4 C -0.285



## c
C4H10O | the ωB97M-V functional and the def2-TZVPD basis

Output
highest occupied orbital energy: -10.217 eV
total charge: 0
multiplicity: 1
frontier orbital gap: 11.3 eV
SMILES: CCCCO

Cartesian coordinates (Å):
C (-2.064, -0.093, -0.315)
C (-0.818, 0.704, 0.038)
C (0.279, -0.251, 0.424)
C (1.722, 0.159, 0.341)
O (2.297, -1.072, -0.219)
H (-1.863, -0.759, -1.162)
H (-2.396, -0.724, 0.520)
H (-2.879, 0.578, -0.589)
H (-0.487, 1.303, -0.821)
H (-1.049, 1.411, 0.841)
H (0.420, -1.018, -0.370)
H (0.068, -0.768, 1.370)
H (1.904, 1.027, -0.324)
H (2.221, 0.315, 1.297)
H (2.701, -0.794, -1.041)

These are the Mulliken partial charges, in e, on atoms 1 to 4:
1 C -1.217
2 C -0.268
3 C -0.376
4 C -0.561



## d
C4H10O | the ωB97M-V functional and the def2-TZVPD basis

Output
highest occupied orbital energy: -10.050 eV
total charge: 0
multiplicity: 1
frontier orbital gap: 11.0 eV
SMILES: CC[C@H](C)O

Cartesian coordinates (Å):
C (-1.563, -0.207, 0.868)
C (-0.365, -0.863, 0.148)
C (0.403, 0.067, -0.806)
C (1.806, 0.298, -0.249)
O (-0.191, 1.348, -1.057)
H (-2.422, -0.110, 0.176)
H (-1.500, 0.840, 1.162)
H (-1.997, -0.862, 1.622)
H (0.271, -1.228, 0.920)
H (-0.829, -1.689, -0.363)
H (0.539, -0.358, -1.805)
H (2.358, 1.084, -0.773)
H (1.831, 0.662, 0.772)
H (2.415, -0.602, -0.298)
H (-0.756, 1.620, -0.316)

These are the Mulliken partial charges, in e, on atoms 1 to 4:
1 C -1.326
2 C -0.425
3 C 0.418
4 C -1.428



Least stable = b



## a
C4H10O | the ωB97M-V functional and the def2-TZVPD basis

Output
highest occupied orbital energy: -10.059 eV
total charge: 0
multiplicity: 1
frontier orbital gap: 11.1 eV
SMILES: C=C.CCO

Cartesian coordinates (Å):
C (-0.769, 1.589, 3.173)
C (-0.611, 0.406, 2.614)
H (0.045, 2.277, 3.331)
H (-1.696, 1.947, 3.601)
H (0.322, 0.084, 2.183)
H (-1.438, -0.287, 2.538)
C (0.526, -0.222, -2.719)
C (0.678, -1.229, -1.611)
O (0.315, -0.692, -0.342)
H (-0.467, 0.240, -2.696)
H (1.275, 0.563, -2.665)
H (0.612, -0.688, -3.704)
H (1.693, -1.589, -1.453)
H (0.075, -2.114, -1.826)
H (-0.560, -0.285, -0.424)

These are the Mulliken partial charges, in e, on atoms 1 to 4:
1 C -0.436
2 C -0.501
3 H 0.228
4 H 0.228



## b
C4H10O | the ωB97M-V functional and the def2-TZVPD basis

Output
highest occupied orbital energy: -8.905 eV
total charge: 0
multiplicity: 1
frontier orbital gap: 9.7 eV

Cartesian coordinates (Å):
C (-2.317, 0.120, -0.264)
C (-0.927, 0.608, 0.138)
C (-0.024, -0.530, 0.607)
C (2.859, 0.507, -0.102)
O (3.256, -0.583, -0.718)
H (-2.260, -0.596, -1.092)
H (-2.811, -0.384, 0.576)
H (-2.961, 0.948, -0.581)
H (-0.458, 1.123, -0.711)
H (-1.017, 1.354, 0.937)
H (0.156, -1.250, -0.201)
H (-0.483, -1.075, 1.441)
H (2.221, 0.995, -0.880)
H (0.946, -0.155, 0.957)
H (3.820, -1.082, -0.106)

These are the Mulliken partial charges, in e, on atoms 1 to 4:
1 C -1.170
2 C -0.092
3 C -1.066
4 C -0.217



Least stable = b



## a
C4H10O | the ωB97M-V functional and the def2-TZVPD basis

Output
highest occupied orbital energy: -11.052 eV
total charge: 0
multiplicity: 1
frontier orbital gap: 7.4 eV

Cartesian coordinates (Å):
C (0.782, 0.619, 1.190)
C (0.988, 0.059, -0.193)
C (-0.115, 0.511, -1.098)
C (-1.358, -0.352, -0.737)
O (-0.343, -2.262, 1.151)
H (0.763, 1.652, 1.410)
H (1.568, 0.189, 1.857)
H (-0.137, 0.165, 1.530)
H (2.028, 0.333, -0.619)
H (0.585, -0.991, 0.174)
H (-0.314, 1.542, -0.911)
H (-1.718, 0.012, 0.244)
H (-2.113, -0.579, -1.492)
H (-0.913, -1.306, -0.397)
H (0.298, 0.410, -2.109)

These are the Mulliken partial charges, in e, on atoms 1 to 4:
1 C -1.126
2 C -0.088
3 C -0.171
4 C -1.082



## b
C4H10O | the ωB97M-V functional and the def2-TZVPD basis

Output
highest occupied orbital energy: -9.983 eV
total charge: 0
multiplicity: 1
frontier orbital gap: 10.9 eV
SMILES: CC=O.CC

Cartesian coordinates (Å):
C (2.024, -2.180, 0.055)
C (1.645, -0.898, 0.804)
O (2.403, 0.002, 0.998)
H (1.802, -2.211, -1.011)
H (3.112, -2.041, 0.011)
H (1.754, -3.071, 0.610)
H (0.576, -1.006, 1.085)
C (-2.596, 1.685, -1.495)
C (-2.858, 1.271, -0.044)
H (-3.194, 1.174, -2.245)
H (-2.836, 2.749, -1.602)
H (-1.536, 1.781, -1.721)
H (-2.291, 0.379, 0.222)
H (-3.931, 1.158, 0.092)
H (-2.563, 2.100, 0.601)

These are the Mulliken partial charges, in e, on atoms 1 to 4:
1 C -0.903
2 C 0.263
3 O -0.466
4 H 0.294



## c
C4H10O | the ωB97M-V functional and the def2-TZVPD basis

Output
highest occupied orbital energy: -10.191 eV
total charge: 0
multiplicity: 1
frontier orbital gap: 11.2 eV
SMILES: CC(C)CO

Cartesian coordinates (Å):
C (0.085, -1.552, 0.146)
C (-0.160, -0.042, 0.167)
C (-1.402, 0.336, -0.645)
C (1.081, 0.767, -0.253)
O (1.246, 1.936, 0.530)
H (-0.765, -2.081, 0.591)
H (0.980, -1.821, 0.721)
H (0.216, -1.935, -0.874)
H (-0.348, 0.244, 1.212)
H (-1.325, -0.023, -1.680)
H (-2.303, -0.110, -0.208)
H (-1.540, 1.423, -0.674)
H (0.988, 1.116, -1.288)
H (1.986, 0.141, -0.209)
H (1.344, 1.656, 1.448)

These are the Mulliken partial charges, in e, on atoms 1 to 4:
1 C -1.517
2 C 0.931
3 C -1.549
4 C -0.645



Least stable = a